{"formula": "C22H42BaCl3N2O4SSi", "method": "the ωB97M-V functional and the def2-TZVPD basis", "elements": ["C", "C", "H", "H", "H", "C", "C", "H", "H", "H", "H", "Ba", "Cl", "Cl", "H", "H", "C", "C", "N", "H", "C", "O", "H", "H", "H", "H", "H", "H", "C", "C", "N", "H", "C", "O", "H", "H", "H", "H", "O", "C", "C", "C", "H", "C", "H", "C", "H", "C", "C", "H", "H", "H", "Si", "Cl", "C", "C", "C", "H", "H", "H", "H", "H", "H", "H", "H", "H", "C", "S", "C", "O", "H", "H", "H", "H", "H", "H"], "positions_angstrom": [[3.59314, 2.91566, -1.14339], [2.90374, 2.44207, 0.09724], [4.55291, 3.35954, -0.85005], [3.04672, 3.69412, -1.69885], [3.77962, 2.05886, -1.81116], [3.19836, 2.93687, 1.34648], [4.13486, 4.01398, 1.68111], [2.69368, 2.47105, 2.18120], [4.03404, 4.94562, 1.12810], [5.19081, 3.73991, 1.64708], [3.91625, 4.25121, 2.72203], [-3.83018, -0.94305, -0.11833], [2.71531, -3.04471, -0.38165], [-4.74432, -0.69911, -2.89562], [-4.57348, -4.94278, -2.89739], [-2.80065, -6.18206, -3.65069], [-4.02205, -4.13104, -2.42127], [-2.29935, -5.23259, -3.86276], [-2.63614, -4.24315, -2.84692], [-4.08455, -4.22615, -1.32698], [-1.70425, -3.42721, -2.35183], [-1.93075, -2.48000, -1.55690], [-1.21365, -5.38095, -3.85400], [-0.67181, -3.68291, -2.65868], [-4.44150, -3.15780, -2.72265], [-2.60357, -4.90968, -4.86814], [-1.27649, 4.03887, 0.07823], [-0.05807, 3.64862, 2.44523], [-2.23067, 3.99782, 0.62513], [-1.08160, 3.82167, 2.80775], [-2.07424, 3.29028, 1.88959], [-2.99395, 3.52743, 0.00442], [-2.96857, 2.36370, 2.35483], [-4.11494, 2.13237, 1.93337], [-1.20309, 3.33151, 3.78286], [-2.59523, 1.81983, 3.26559], [-2.48981, 5.02555, 0.88468], [-1.23956, 4.90235, 2.89900], [1.37495, 1.06068, -1.19047], [1.94183, 1.36894, 0.00242], [0.45487, 0.98249, 1.97835], [1.52179, 0.57126, 1.16816], [-0.19568, 1.76025, 1.59120], [0.27813, 0.48024, 3.27128], [2.99179, -1.90967, -0.93091], [2.38684, -0.40109, 1.71556], [-0.57802, 0.83433, 3.84659], [1.22828, -0.36888, 3.83491], [2.24908, -0.85076, 3.02907], [3.22966, -0.70125, 1.11174], [1.21073, -0.55316, 4.91534], [2.97566, -1.57249, 3.42973], [1.26127, 0.71161, -2.81902], [-2.26278, 1.10540, 0.08361], [-0.58854, 0.72573, -3.18603], [1.55118, -1.16945, -3.06222], [1.77044, 2.34916, -3.61635], [-1.15273, -0.10997, -2.72567], [-0.81223, 0.70549, -4.28969], [-1.06446, 1.63239, -2.76883], [1.25153, 3.01226, -2.90609], [1.31092, 2.53587, -4.60554], [2.83141, 2.65864, -3.65101], [1.08047, -1.60092, -2.15921], [2.55626, -1.64549, -3.13477], [0.95958, -1.52643, -3.93410], [-0.82280, -2.78379, 3.81008], [-0.74356, -2.28057, 2.09067], [-0.38436, -3.88555, 1.37679], [-2.18375, -1.98094, 1.67952], [0.17020, -3.01377, 4.21141], [-1.45166, -3.67958, 3.84305], [-1.26720, -1.97115, 4.39127], [-0.92670, -4.63052, 1.97523], [-0.73192, -3.86925, 0.33728], [0.70256, -4.03576, 1.43001]], "forces_ev_per_a": [[0.3, 0.3, 0.0], [-1.9, -2.2, 0.8], [0.0, -0.1, -0.2], [0.1, -0.3, 0.2], [0.0, 0.4, 0.2], [-0.4, -0.1, -0.2], [0.4, 0.3, 0.7], [-0.1, 0.1, 0.1], [-0.1, 0.2, -0.3], [0.6, 0.0, -0.1], [0.3, 0.3, 0.2], [-0.3, -0.7, -0.3], [0.2, -0.1, -0.1], [-0.2, -0.1, 0.1], [-0.1, 0.1, 0.2], [0.2, 0.1, 0.1], [-0.1, 0.4, -0.1], [0.2, 0.1, 0.0], [0.1, -0.4, -0.2], [0.0, -0.1, -0.2], [-0.2, 1.6, 1.4], [0.3, -1.9, -1.1], [-0.2, -0.1, -0.1], [-0.3, 0.3, 0.0], [0.1, -0.2, 0.1], [0.0, 0.0, 0.2], [-0.2, -0.3, 0.2], [-0.2, 0.1, 0.1], [0.0, 0.3, 0.4], [0.2, -0.2, -0.2], [-0.7, -0.6, 0.6], [0.2, 0.2, 0.3], [-1.3, 0.5, 0.0], [1.5, 0.4, 0.6], [0.1, 0.3, -0.2], [-0.1, 0.4, -0.6], [-0.2, 0.2, -0.3], [0.0, -0.1, 0.2], [-1.2, -1.1, -3.5], [2.5, 1.0, 0.3], [-0.1, -0.4, -0.1], [0.6, 0.5, 0.9], [0.0, -0.4, 0.1], [0.0, 0.5, -0.2], [-0.1, -0.1, 0.2], [-0.5, 0.3, 0.2], [0.3, 0.0, 0.1], [-0.2, 0.3, 0.3], [0.5, -0.4, -0.1], [0.1, -0.1, 0.1], [-0.1, -0.3, -0.4], [-0.2, 0.4, -0.1], [-1.5, 0.6, 2.5], [1.3, 0.0, -1.2], [-0.7, 0.0, -0.5], [0.7, -0.4, -0.5], [0.5, 0.1, -0.9], [0.4, 0.3, -0.2], [0.2, 0.0, 0.8], [0.3, -0.3, -0.2], [0.2, -0.1, -0.2], [0.2, -0.3, 0.3], [-0.6, -0.3, 0.0], [0.0, 0.3, -0.3], [-0.5, 0.5, -0.1], [0.3, 0.3, 0.4], [-0.3, -0.5, 0.2], [-0.3, 1.0, -0.8], [-0.1, -0.3, 0.4], [0.4, -0.7, 0.6], [-0.1, 0.2, -0.3], [-0.1, 0.2, 0.2], [0.1, -0.1, -0.2], [0.2, 0.0, -0.4], [0.2, 0.1, 0.3], [-0.3, 0.0, 0.0]], "orbital_gap_ev": 2.213, "e_above_lowest_ev": 4.179, "e_homo_ev": -0.7, "total_charge": -1, "spin_multiplicity": 1, "e_lumo_ev": 1.55}

=====

{"formula": "C22H42BiNP3S2", "method": "the ωB97M-V functional and the def2-TZVPD basis", "elements": ["Bi", "P", "P", "P", "H", "C", "C", "H", "C", "C", "C", "C", "C", "C", "C", "C", "C", "H", "H", "H", "H", "H", "H", "H", "H", "H", "H", "H", "H", "H", "H", "H", "H", "H", "H", "H", "H", "H", "H", "H", "H", "H", "H", "H", "H", "H", "C", "C", "C", "C", "C", "C", "S", "H", "H", "H", "H", "H", "H", "S", "C", "N", "C", "C", "C", "C", "H", "H", "H", "H", "H"], "positions_angstrom": [[-1.36768, -0.31063, -0.49004], [-0.97185, 1.13246, 1.84097], [1.60601, 0.57682, -0.56302], [0.40968, -2.31769, 0.82489], [-6.23983, -2.03398, -1.98433], [-5.44783, -2.50870, -1.38855], [-5.09701, -2.08486, -0.07721], [-4.63382, -1.11945, 0.22850], [-1.58527, 2.83354, 1.69059], [0.62714, 1.42270, 2.67648], [-1.97961, 0.40023, 3.16513], [2.33659, 0.12840, -2.19084], [1.88436, 2.39749, -0.62815], [3.04274, 0.15076, 0.52831], [-0.54636, -3.80674, 1.27358], [1.29350, -2.11491, 2.41804], [1.71200, -3.13832, -0.18158], [-5.28368, -3.54452, -1.74385], [-5.69523, -2.40809, 0.79504], [-2.42516, 2.87955, 0.98664], [-0.77757, 3.49243, 1.34396], [-1.90572, 3.13858, 2.69522], [1.27269, 2.06895, 2.06615], [1.13001, 0.47155, 2.89616], [0.39211, 1.93683, 3.61947], [-2.93843, 0.04466, 2.76315], [-2.15764, 1.19058, 3.90510], [-1.43865, -0.43499, 3.63184], [3.41845, 0.33515, -2.14804], [1.88311, 0.72383, -2.99880], [2.17670, -0.93989, -2.40243], [2.93303, 2.59970, -0.36090], [1.23192, 2.92895, 0.07806], [1.68799, 2.79493, -1.63214], [3.92783, 0.64590, 0.10096], [3.24514, -0.92606, 0.57539], [2.90414, 0.52415, 1.55224], [0.15348, -4.52862, 1.71404], [-1.02397, -4.23050, 0.37859], [-1.32332, -3.54692, 2.00307], [1.57304, -3.12261, 2.75226], [0.63683, -1.65838, 3.16757], [2.19980, -1.51391, 2.30976], [1.96557, -4.07386, 0.33981], [2.61268, -2.52356, -0.29227], [1.31361, -3.37629, -1.17705], [-2.70603, -2.99462, -1.52911], [-2.13025, -3.86947, -2.46808], [-1.98449, -3.44394, -3.80240], [-2.48697, -2.19775, -4.20623], [-2.96586, -1.29414, -3.26858], [-3.08784, -1.67597, -1.92802], [-3.53230, -3.71035, -0.05720], [-3.88682, -4.71514, -0.84510], [-1.88158, -4.90215, -2.15199], [-1.45362, -4.08603, -4.50987], [-2.52038, -1.92390, -5.26101], [-3.26277, -0.27574, -3.53949], [-3.62075, -0.97353, -1.27516], [-2.23363, 1.90369, -1.67461], [-1.02850, 3.00354, -2.23961], [-0.33970, 2.64609, -3.37937], [0.64296, 3.43271, -3.92127], [0.90964, 4.65725, -3.36232], [0.20185, 5.07387, -2.22912], [-0.77739, 4.25136, -1.67593], [-0.51410, 1.72954, -3.77489], [1.15804, 3.03145, -4.78494], [1.68187, 5.29916, -3.77872], [0.40582, 6.03064, -1.75169], [-1.36490, 4.51189, -0.79990]], "forces_ev_per_a": [[2.0, 0.6, 1.1], [0.4, 0.3, 0.3], [1.1, 0.5, -0.3], [0.3, -0.7, 0.4], [0.6, 0.6, 0.3], [-2.2, -0.2, -1.9], [0.2, -2.1, 1.4], [-0.1, -0.5, -0.6], [-0.3, 0.0, -0.1], [0.0, -0.2, 0.0], [-0.1, -0.1, -0.1], [0.0, -0.3, 0.0], [-0.1, 0.2, 0.2], [0.2, 0.0, 0.1], [-0.2, 0.0, -0.1], [0.0, 0.1, 0.1], [-0.2, 0.1, -0.2], [-0.5, 1.0, 0.4], [0.3, -0.4, -0.4], [0.2, 0.1, 0.3], [-0.2, -0.2, 0.1], [0.1, 0.2, -0.3], [-0.2, -0.2, 0.3], [-0.1, 0.4, 0.0], [0.2, -0.1, -0.2], [0.2, 0.1, 0.2], [0.0, -0.3, 0.0], [-0.2, 0.2, -0.1], [-0.4, -0.1, -0.2], [0.1, -0.3, 0.3], [0.1, 0.3, 0.0], [-0.3, 0.1, -0.2], [0.2, -0.1, -0.2], [0.1, -0.2, 0.3], [-0.2, -0.2, 0.1], [-0.1, 0.4, -0.1], [0.0, -0.1, -0.4], [-0.3, 0.0, -0.1], [0.3, 0.0, 0.4], [0.2, -0.2, -0.1], [0.0, 0.3, 0.0], [0.2, -0.2, -0.1], [-0.2, -0.1, 0.1], [0.1, 0.3, -0.2], [-0.3, -0.3, 0.0], [0.2, 0.0, 0.2], [-0.9, 0.4, -0.8], [-0.2, 0.2, 0.4], [0.2, 0.1, 0.4], [0.4, -0.2, -0.1], [0.2, 0.1, 0.3], [-0.7, -1.1, -0.9], [1.7, 1.9, 0.9], [-1.0, -0.4, 0.1], [0.0, 0.7, -0.4], [-0.5, 0.1, 0.1], [0.3, -0.1, 0.2], [0.0, -0.5, 0.0], [0.4, -0.6, -0.6], [-0.8, 0.4, 0.0], [0.4, -0.6, -1.1], [0.7, 1.1, 0.7], [-0.7, -0.3, 0.3], [0.3, 0.3, 0.0], [-0.6, -0.3, 0.3], [0.2, -0.1, -0.2], [-0.2, 0.1, 0.0], [-0.1, 0.1, 0.0], [-0.2, -0.2, 0.0], [0.0, -0.1, -0.3], [0.2, 0.2, -0.2]], "orbital_gap_ev": [5.009, 6.581], "e_above_lowest_ev": 3.185, "e_homo_ev": [-14.8, -16.1], "total_charge": 3, "spin_multiplicity": 1, "e_lumo_ev": [-9.75, -9.55]}

=====

{"formula": "C22H42Cl3MnN2O4Si", "method": "the ωB97M-V functional and the def2-TZVPD basis", "elements": ["C", "C", "H", "H", "H", "C", "C", "H", "H", "H", "H", "Mn", "Cl", "Cl", "C", "O", "N", "C", "C", "H", "H", "H", "H", "H", "H", "H", "H", "H", "C", "C", "N", "H", "C", "O", "H", "H", "H", "H", "O", "C", "C", "C", "H", "C", "H", "C", "H", "C", "C", "H", "H", "H", "Si", "Cl", "C", "C", "C", "H", "H", "H", "H", "H", "H", "H", "H", "H", "C", "C", "O", "H", "H", "H", "H", "H", "H"], "positions_angstrom": [[0.69865, -2.17145, -2.29150], [-0.02242, -2.78501, -1.13545], [1.57418, -2.73422, -2.60445], [1.00252, -1.15410, -2.05189], [0.03002, -2.09426, -3.15248], [0.17979, -4.01508, -0.65825], [1.14490, -5.03957, -1.15065], [-0.43421, -4.33765, 0.17584], [1.77700, -4.68172, -1.95861], [0.61981, -5.92647, -1.51393], [1.79844, -5.38443, -0.34505], [-0.43451, 0.97754, 0.30608], [-2.19910, 1.22463, -1.17539], [1.16144, 1.44088, -1.31550], [-2.92851, 0.34010, 1.78650], [-1.77878, 0.79282, 1.91975], [-3.76768, 0.14859, 2.80460], [-3.36904, 0.40599, 4.17167], [-5.08300, -0.41453, 2.58600], [-3.32402, 0.09149, 0.80299], [-2.39458, 0.87892, 4.17035], [-3.31802, -0.52817, 4.73288], [-4.09104, 1.06253, 4.65649], [-5.22991, -0.60168, 1.52764], [-5.85491, 0.27026, 2.93858], [-5.18143, -1.36228, 3.11288], [2.53733, -1.71042, -0.00663], [1.74156, -3.19997, 1.86886], [2.86462, -0.97398, 0.72276], [2.15649, -2.46260, 2.55647], [2.10676, -1.15023, 1.94912], [2.67708, 0.01273, 0.31909], [1.23593, -0.23947, 2.36062], [1.03882, 0.86727, 1.82932], [1.57668, -2.47301, 3.47510], [0.68724, -0.53054, 3.26637], [3.92596, -1.11051, 0.92918], [3.18585, -2.73308, 2.78723], [-0.28174, -0.89032, 0.24367], [-1.01598, -1.82586, -0.49323], [-1.86905, -2.67269, 1.73043], [-2.05643, -2.51107, 0.36201], [-0.97640, -2.25853, 2.17490], [-2.80985, -3.33466, 2.50628], [-1.55031, -1.32584, -1.30875], [-3.22533, -3.00525, -0.20903], [-2.64025, -3.46266, 3.56877], [-3.96668, -3.83533, 1.92413], [-4.17499, -3.65986, 0.56189], [-3.38808, -2.87415, -1.27181], [-4.70271, -4.35308, 2.52625], [-5.07782, -4.03790, 0.09932], [4.81080, 3.54897, -4.42708], [5.44782, 1.68848, -5.16968], [5.60537, 3.77719, -2.75281], [2.94876, 3.48659, -4.30272], [5.37598, 4.85143, -5.63979], [5.31107, 2.98707, -2.06428], [5.31018, 4.73043, -2.31282], [6.69137, 3.76601, -2.82594], [6.45964, 4.85175, -5.74313], [5.07177, 5.84465, -5.30804], [4.94864, 4.68427, -6.62695], [2.62362, 2.69537, -3.62949], [2.49362, 3.30325, -5.27435], [2.55620, 4.43056, -3.92301], [-1.64832, 4.81328, 1.59315], [-1.87188, 3.52777, 0.80797], [-0.61658, 2.95947, 0.47915], [-1.09532, 4.59309, 2.53120], [-2.62622, 5.27229, 1.85149], [-1.06189, 5.53448, 0.98575], [-2.48774, 2.87838, 1.43835], [-2.46162, 3.76060, -0.10837], [-0.35953, 3.36250, -0.38997]], "forces_ev_per_a": [[0.1, 0.0, -0.1], [-0.2, -0.4, 0.1], [0.1, -0.1, 0.0], [0.0, 0.1, 0.1], [-0.1, 0.0, 0.0], [-0.2, 0.2, -0.1], [0.2, -0.2, 0.0], [0.0, 0.0, 0.1], [0.0, 0.1, -0.1], [0.0, -0.1, 0.0], [0.1, 0.0, 0.0], [0.6, -0.4, -0.4], [-1.8, -0.1, -1.4], [1.5, 0.7, -1.3], [1.4, 0.4, 0.0], [-1.9, -0.5, 1.2], [-0.4, 0.0, 0.3], [-0.1, -0.1, -0.2], [0.1, 0.0, 0.1], [0.0, 0.0, -0.2], [0.1, 0.0, 0.0], [0.0, -0.1, 0.1], [-0.1, 0.1, 0.0], [0.0, 0.0, -0.1], [-0.1, 0.1, 0.0], [0.0, -0.1, 0.1], [-0.1, -0.1, -0.1], [-0.1, -0.1, -0.1], [-0.1, 0.0, 0.1], [-0.1, 0.2, -0.2], [0.5, -0.3, 0.1], [-0.1, 0.1, -0.1], [-0.4, 1.3, -0.5], [1.0, -1.0, 1.4], [-0.1, 0.0, 0.1], [-0.1, -0.1, 0.0], [0.1, 0.0, 0.0], [0.1, 0.0, 0.0], [-0.3, -3.2, -0.2], [0.8, 0.7, 0.5], [-0.1, 0.0, 0.0], [-0.1, -0.2, -0.1], [0.1, 0.1, 0.0], [0.0, 0.0, 0.0], [-0.2, 0.0, -0.2], [0.0, 0.0, 0.1], [0.0, 0.0, 0.1], [0.0, 0.0, 0.0], [0.0, 0.0, 0.0], [0.0, 0.0, 0.0], [0.0, 0.0, 0.0], [-0.1, 0.0, 0.0], [-0.5, -0.2, 0.2], [0.0, 0.2, 0.0], [0.1, 0.0, -0.1], [0.4, 0.0, -0.1], [0.1, 0.0, 0.0], [-0.1, -0.1, 0.0], [-0.1, 0.1, 0.0], [0.1, 0.0, 0.0], [0.1, 0.0, 0.0], [-0.1, 0.1, 0.1], [-0.1, -0.1, -0.1], [-0.1, -0.1, 0.2], [0.0, 0.0, -0.1], [0.0, 0.1, 0.1], [0.1, 0.4, 0.2], [-1.0, 1.5, 0.1], [-0.2, 2.8, -0.4], [-0.3, 0.2, -0.5], [0.5, -0.2, -0.1], [-0.3, -0.3, 0.4], [0.5, -0.2, -0.4], [0.4, -0.4, 0.5], [0.1, -0.9, 0.9]], "orbital_gap_ev": [5.013, 7.355], "e_above_lowest_ev": 0.000, "e_homo_ev": [-2.5, -4.8], "total_charge": -1, "spin_multiplicity": 6, "e_lumo_ev": [2.54, 2.54]}